No. 1
Formula: C2HPS2
Source: the Open Molecules 2025 dataset
Level of theory: wB97M-V/def2-TZVPD

Its SMILES is C#CSP=S. The value obtained for the frontier orbital gap is 0.2832 hartree. The HOMO energy comes out at -9.2 eV.

The geometry in XYZ format:
```
6
Properties=species:S:1:pos:R:3:forces:R:3:mulliken_charge:R:1
C 1.88361 -0.60468 -0.52859 -0.5 0.3 0.2 0.3008
C 0.99864 0.06727 -0.07371 0.1 -0.1 0.0 -0.5391
S -0.20495 1.05362 0.58198 -0.2 0.1 0.1 -0.1677
P -1.90081 -0.14519 0.13620 -0.6 0.5 0.3 0.2571
S -3.42417 0.82942 0.81560 0.8 -0.4 -0.3 -0.2394
H 2.64767 -1.20043 -0.93148 0.4 -0.3 -0.2 0.3883
```
Positions in Å, forces in eV/Å.

No. 2
Formula: C2H8NO
Source: the Open Molecules 2025 dataset
Level of theory: wB97M-V/def2-TZVPD

The value obtained for the frontier orbital gap (spin up / spin down) is 0.3882 / 0.2943 hartree. The HOMO energy (spin up / spin down) comes out at -9.6 / -9.6 eV. The expectation value of S² is 0.755. Its spin multiplicity is 2.

The geometry in XYZ format:
```
12
Properties=species:S:1:pos:R:3:forces:R:3:mulliken_charge:R:1
N 0.70998 1.90746 2.36208 -2.2 0.4 1.2 -0.5718
H -0.11793 2.57208 2.37740 2.1 -1.4 0.5 0.2001
H 1.21443 1.94881 1.52644 0.9 0.1 -1.0 0.1862
H 1.23149 1.62533 3.20032 -0.8 0.8 -0.8 0.1874
C -0.60357 -1.75480 -1.17390 0.3 2.6 2.2 -0.1443
O -0.40682 -2.25798 -2.37148 -0.3 -1.7 -1.0 -0.3311
C -0.15469 -0.26575 -1.19477 0.0 0.0 0.9 -0.8345
H -0.10035 -2.27619 -0.29688 -0.4 -0.1 -1.0 0.2658
H -1.68110 -1.71076 -0.83133 0.4 -0.6 -0.7 0.2382
H -0.31384 0.20004 -0.18776 0.0 -0.1 -0.9 0.2640
H -0.70067 0.24713 -2.00680 0.3 -0.1 0.6 0.2743
H 0.92306 -0.23535 -1.40332 -0.3 0.1 0.0 0.2656
```
Positions in Å, forces in eV/Å.

No. 3
Formula: C24H19Cl2MoN2O5
Source: the Open Molecules 2025 dataset
Level of theory: wB97M-V/def2-TZVPD

The value obtained for the frontier orbital gap is 0.2617 hartree. As for the charge: +1. The HOMO energy comes out at -11.9 eV.

The geometry in XYZ format:
```
53
Properties=species:S:1:pos:R:3:forces:R:3:mulliken_charge:R:1
Mo 0.36205 -0.43219 0.66227 0.4 1.0 -0.2 1.3273
O 2.32092 2.02804 -1.87250 0.0 0.0 0.0 -0.5631
C 1.93910 1.56431 -0.64054 0.0 0.0 0.0 0.4158
O 1.00577 0.45081 -0.82568 -0.2 -0.4 0.1 -0.5397
C 3.16929 0.89129 -0.03341 0.1 0.1 -0.1 -0.9731
O 2.70289 -0.06747 0.92347 -0.1 0.0 0.2 -0.4922
C 3.09422 0.05102 2.28784 0.0 0.0 0.1 -0.3355
C 1.85082 0.21069 3.15591 0.5 0.1 0.2 0.6094
O 1.86107 0.59931 4.27652 0.0 -0.1 -0.1 -0.5227
O 0.73314 -0.17056 2.50255 -0.5 -0.3 -0.4 -0.6488
H 1.64719 2.61380 -2.24087 0.0 0.1 0.0 0.4761
H 3.69085 0.36549 -0.83118 0.0 0.0 0.0 0.4346
H 3.84111 1.61024 0.43077 0.0 0.0 0.0 0.4991
H 3.60928 -0.86228 2.59204 0.0 0.0 0.0 0.4236
H 3.76165 0.89428 2.45453 0.0 0.0 0.0 0.3653
C -1.69366 -0.03431 0.63594 0.0 0.1 0.2 -1.9130
C -2.25838 0.22421 -0.72799 0.0 -0.1 -0.1 1.2529
C -2.92385 1.41821 -1.00014 0.0 0.0 0.0 -0.4833
C -3.43697 1.67275 -2.25935 0.0 0.0 0.0 -0.8099
C -3.28806 0.72672 -3.27150 0.0 0.0 0.1 0.5292
C -2.64191 -0.47805 -3.00722 0.0 0.0 0.0 -0.9724
C -2.13399 -0.72364 -1.74452 0.0 0.0 0.0 0.0731
C -3.79756 0.99286 -4.58562 -0.1 0.0 -0.1 -0.1153
N -4.19738 1.20247 -5.64144 0.0 0.0 0.0 -0.4438
H -2.16175 -0.89677 1.11980 0.0 0.0 0.0 0.6888
H -1.80213 0.83669 1.29397 -0.1 0.0 -0.1 0.4608
H -3.05147 2.14806 -0.21060 0.0 0.0 0.0 0.5856
H -3.95970 2.59697 -2.46452 0.0 0.0 0.0 0.4923
H -2.53840 -1.21443 -3.79232 0.0 0.0 0.0 0.4971
H -1.62939 -1.66293 -1.55538 0.0 0.0 0.0 0.2697
C -0.21858 4.41896 1.75225 0.0 0.0 0.0 -0.6367
C -0.73116 3.95996 0.54568 0.0 0.0 0.0 -0.6441
C -0.02060 3.03941 -0.20547 0.0 0.0 0.0 -0.4898
C 1.22617 2.58485 0.23048 0.0 -0.1 0.0 0.9413
C 1.73982 3.06164 1.43183 0.0 0.0 -0.1 -0.2973
C 1.01375 3.96699 2.19445 0.0 0.0 0.0 -0.9319
H -0.77813 5.13209 2.34178 0.0 0.0 0.0 0.4461
H -1.68702 4.32070 0.18934 0.0 0.0 0.0 0.5253
H -0.44639 2.66156 -1.12860 0.0 0.0 0.0 0.6125
H 2.71755 2.76123 1.78190 0.0 0.0 0.0 0.4657
H 1.42104 4.32164 3.13120 0.0 0.0 0.0 0.4614
Cl -0.56419 -3.27226 2.78895 0.0 0.0 0.0 -0.1572
C -0.16880 -4.13463 1.35044 0.0 -0.1 -0.1 0.7109
C -0.22378 -5.51380 1.32348 0.0 0.0 0.1 -0.6064
C 0.08878 -6.18635 0.15026 0.0 0.0 0.0 -0.4159
C 0.44877 -5.50135 -1.00251 0.0 0.0 0.0 -0.5949
C 0.49799 -4.12158 -0.98030 0.0 0.1 0.1 0.7145
Cl 0.93114 -3.23024 -2.38340 0.0 0.0 -0.1 -0.1482
C 0.20070 -3.42056 0.19977 -0.1 -0.3 -0.1 -0.6020
N 0.25349 -2.05512 0.22293 0.3 -0.2 0.2 -0.2499
H -0.51014 -6.05275 2.21502 0.0 0.0 0.0 0.4549
H 0.04777 -7.26667 0.13416 0.0 0.0 0.0 0.3962
H 0.68706 -6.02929 -1.91450 0.0 0.0 0.0 0.4576
```
Positions in Å, forces in eV/Å.

No. 4
Formula: C26H30N2O4
Source: the Open Molecules 2025 dataset
Level of theory: wB97M-V/def2-TZVPD

Its SMILES is CCCCOc1ccc(C(=O)N/C(=C/C=C/c2ccccc2)C(=O)N2CCOCC2)cc1. The value obtained for the frontier orbital gap is 0.2831 hartree. The HOMO energy comes out at -7.7 eV.

The geometry in XYZ format:
```
62
Properties=species:S:1:pos:R:3:forces:R:3:mulliken_charge:R:1
C -5.75757 -3.76554 -1.10267 -0.2 0.1 0.0 -0.9820
C -6.64494 -3.23811 0.01748 0.2 -0.1 0.1 -0.4557
C -5.85688 -2.56680 1.14265 0.0 0.3 -0.3 -0.8102
C -5.16838 -1.26972 0.72181 -0.3 0.0 0.4 -0.6059
O -3.96475 -1.59112 0.05146 0.2 -0.1 -0.1 -0.3274
C -3.18868 -0.59754 -0.43301 0.3 0.1 -0.2 0.7616
C -2.02877 -1.00179 -1.10264 -0.3 -0.1 0.1 -0.6872
C -1.15483 -0.07524 -1.61926 -0.2 0.2 0.0 -0.1789
C -1.41782 1.28917 -1.48580 -0.4 -0.1 0.0 0.6192
C -0.54867 2.31682 -2.09433 0.0 0.2 -0.2 -0.3495
O -0.97921 3.31607 -2.64025 -0.1 0.0 0.1 -0.6636
N 0.80967 2.09636 -2.07819 0.3 0.3 -0.4 0.1708
C 1.57904 1.27909 -1.25556 0.6 -0.4 -0.3 0.0740
C 2.84169 0.95013 -1.60135 -0.8 0.3 -0.1 -1.0410
C 3.72575 0.16172 -0.80122 0.8 -0.3 0.1 -0.2746
C 4.98773 -0.12145 -1.17203 -0.8 0.4 -0.1 -0.5481
C 5.94575 -0.91878 -0.43611 0.5 -0.4 0.3 0.9648
C 5.62456 -1.60554 0.73899 0.0 0.1 -0.1 -0.3952
C 6.57797 -2.35031 1.40364 0.0 0.0 0.1 -0.6305
C 7.87306 -2.43095 0.91614 0.1 0.0 0.0 -0.4225
C 8.20741 -1.76084 -0.24935 0.1 -0.1 0.1 -0.5576
C 7.25571 -1.01639 -0.91712 -0.3 0.1 0.0 -0.4785
C 0.99675 0.84256 0.06054 0.2 0.2 0.4 0.6755
O 0.85185 -0.32903 0.35631 0.2 -0.3 -0.1 -0.6502
N 0.68051 1.84113 0.91738 -0.1 0.0 0.1 0.2127
C 1.01559 3.24215 0.80097 -0.1 0.5 0.0 -0.6007
C -0.24226 4.08360 1.04985 0.3 0.0 -0.2 -0.3352
O -0.81558 3.78113 2.30009 0.0 0.2 0.2 -0.4402
C -1.15581 2.41503 2.39110 0.1 -0.3 0.1 -0.2047
C 0.07176 1.52362 2.19431 -0.4 -0.1 0.2 -0.8490
C -2.60000 1.68805 -0.87001 0.2 0.0 -0.2 -1.1371
C -3.47260 0.76338 -0.33011 -0.2 -0.1 0.1 -0.0540
H -6.36104 -4.26145 -1.85982 0.0 -0.1 -0.1 0.3459
H -5.03878 -4.48075 -0.71028 0.1 -0.1 0.0 0.2852
H -5.20701 -2.95731 -1.57464 0.1 0.0 -0.1 0.1963
H -7.21186 -4.06849 0.44493 -0.1 0.0 0.0 0.3144
H -7.36492 -2.52446 -0.39095 -0.1 0.0 0.0 0.2909
H -6.53807 -2.33587 1.96394 0.1 0.0 0.1 0.3801
H -5.09224 -3.25064 1.51386 0.0 0.0 0.1 0.2631
H -4.94095 -0.66529 1.61153 0.0 0.0 -0.2 0.4726
H -5.82809 -0.68884 0.06289 0.1 0.0 0.0 0.4088
H -1.83501 -2.05781 -1.19683 0.0 -0.1 0.0 0.4694
H -0.27373 -0.41182 -2.14345 0.1 0.0 0.0 0.4189
H 1.32311 2.67956 -2.73095 -0.2 0.0 0.2 0.2318
H 3.22704 1.30867 -2.54941 0.0 0.0 -0.1 0.4255
H 3.32287 -0.21786 0.12471 0.0 -0.1 0.1 0.2173
H 5.35245 0.28524 -2.10864 0.0 0.1 -0.1 0.2873
H 4.61921 -1.56387 1.12827 -0.1 0.0 0.1 0.4091
H 6.31086 -2.87572 2.30923 0.0 0.0 0.1 0.3694
H 8.61547 -3.01499 1.43963 0.1 0.0 0.0 0.3724
H 9.21375 -1.82155 -0.63804 0.1 0.0 0.0 0.3629
H 7.52356 -0.49635 -1.82648 0.0 0.1 -0.1 0.3210
H 1.76244 3.48611 1.56900 0.0 0.0 -0.1 0.3757
H 1.43285 3.46857 -0.17772 0.0 0.0 0.1 0.4666
H -0.96688 3.90392 0.24343 0.0 0.0 0.0 0.0977
H 0.00866 5.14501 1.07787 0.0 -0.1 -0.1 0.3698
H -1.91123 2.16293 1.63260 0.1 0.0 0.1 0.0537
H -1.57693 2.27360 3.38754 0.0 -0.1 -0.1 0.3737
H 0.79415 1.70704 2.99889 0.0 -0.1 0.0 0.3217
H -0.20573 0.46912 2.18469 0.0 0.1 0.1 0.4274
H -2.83279 2.74212 -0.81877 0.0 0.1 0.0 0.3787
H -4.36920 1.11035 0.15928 -0.1 0.0 0.0 0.4934
```
Positions in Å, forces in eV/Å.

No. 5
Formula: CH2F2O2
Source: the Open Molecules 2025 dataset
Level of theory: wB97M-V/def2-TZVPD

The value obtained for the frontier orbital gap (spin up / spin down) is 0.3505 / 0.2918 hartree. The HOMO energy (spin up / spin down) comes out at -8.9 / -11.4 eV. The expectation value of S² is 2.010. Its spin multiplicity is 3.

The geometry in XYZ format:
```
7
Properties=species:S:1:pos:R:3:forces:R:3:mulliken_charge:R:1
C 0.72161 -0.38584 -0.02941 -0.8 3.4 -1.2 0.1270
O -0.50539 -0.40323 0.63672 5.6 -5.9 0.4 -0.3437
O -1.42453 0.84799 0.46408 -3.6 4.6 -0.8 0.2013
F 1.51534 0.56561 0.61909 0.2 0.1 0.0 -0.2793
F -2.28416 0.58731 -0.55563 -1.0 0.7 -0.5 -0.0362
H 0.66451 0.04365 -1.13401 -0.4 -1.1 2.0 0.1411
H 1.31263 -1.25548 -0.00084 0.0 -1.7 0.1 0.1898
```
Positions in Å, forces in eV/Å.

No. 6
Formula: C47H45N12O4SSiSr
Source: the Open Molecules 2025 dataset
Level of theory: wB97M-V/def2-TZVPD

The value obtained for the frontier orbital gap is 0.1910 hartree. As for the charge: -1. The HOMO energy comes out at -4.8 eV.

The geometry in XYZ format:
```
111
Properties=species:S:1:pos:R:3:forces:R:3:mulliken_charge:R:1
Sr 0.38065 0.67575 -0.69472 0.0 -0.7 -0.3 2.3844
C 2.08072 -2.51323 -0.52432 -0.2 0.0 -0.2 -0.9291
N 0.98146 -1.88513 0.21417 0.1 0.1 0.1 0.9961
C 1.19277 -1.86454 1.64635 -0.1 0.2 -0.1 -0.9336
C 2.10795 -0.72173 1.98864 0.1 0.0 -0.2 0.2464
N 2.43581 0.21477 1.14199 -0.1 0.3 0.3 0.2330
C 3.22029 1.11491 1.87063 0.0 -0.1 -0.2 0.0200
C 3.77712 2.32792 1.46864 0.0 0.1 0.0 -0.5438
C 4.47776 3.04524 2.42419 0.0 -0.1 0.0 -0.8028
C 4.63715 2.56836 3.73700 0.0 0.0 -0.1 -0.4302
C 4.08904 1.36273 4.14155 0.0 0.0 0.0 -1.1977
C 3.37314 0.65637 3.18104 -0.1 -0.1 0.1 0.7923
N 2.65440 -0.53057 3.22508 0.0 0.0 0.0 0.1243
C 2.12994 -2.00091 -1.92789 0.1 0.2 0.0 0.2197
N 3.13371 -1.30967 -2.39826 -0.1 -0.2 -0.2 -0.7023
C 2.75867 -0.99602 -3.70337 0.1 0.1 0.0 0.7249
C 3.43888 -0.25682 -4.66993 0.0 0.1 0.0 -0.7451
C 2.80638 -0.03792 -5.87710 0.0 0.0 0.1 -0.5435
C 1.51824 -0.54250 -6.13016 0.0 -0.1 0.0 -0.4274
C 0.83726 -1.28692 -5.18743 0.2 -0.1 -0.1 -0.7841
C 1.48562 -1.50156 -3.97488 0.1 -0.1 0.0 0.4546
N 1.10790 -2.16467 -2.82264 -0.2 0.2 0.0 0.1466
H 3.03544 -2.23491 -0.08639 0.0 0.0 0.1 0.3212
H 1.98256 -3.60494 -0.50281 0.1 -0.1 0.0 0.4265
H 0.09359 -2.33651 -0.03552 -0.1 0.0 0.1 -0.6588
H 0.23081 -1.67601 2.13145 0.0 0.0 0.0 -0.3959
H 1.59140 -2.80578 2.04864 0.1 0.0 0.0 0.3238
H 3.61103 2.70207 0.45952 0.0 0.0 0.1 0.5900
H 4.91530 3.99822 2.15355 0.0 0.0 0.0 0.4466
H 5.19855 3.15980 4.45081 0.0 0.0 0.0 0.3885
H 4.19829 1.00538 5.15874 0.0 0.0 0.0 0.4250
H 2.51795 -1.12095 4.02568 0.0 0.0 0.0 0.2222
H 4.41697 0.15648 -4.45358 0.0 0.0 0.0 0.4169
H 3.29472 0.55940 -6.63745 0.0 0.0 0.0 0.3827
H 1.04191 -0.32273 -7.07759 0.0 0.0 0.0 0.4210
H -0.16586 -1.65247 -5.36958 0.1 0.0 0.0 0.4357
H 0.15922 -2.43427 -2.56803 0.0 -0.2 0.0 -0.1183
C -1.76622 4.65803 1.04766 0.0 0.1 0.0 -1.9360
C -0.91006 3.63720 0.35917 0.3 0.1 -0.2 -0.0456
N -1.22680 2.39147 0.31369 -0.3 0.3 0.2 1.3818
O -2.42679 2.11234 0.99465 -0.1 -0.3 0.1 -0.6231
C 0.35737 4.07201 -0.24162 0.0 -0.1 0.0 -0.1440
C 0.73301 5.52241 -0.32092 0.0 0.0 0.0 -1.8755
N 1.15869 3.11884 -0.67036 0.0 0.5 0.4 0.8125
O 2.30901 3.41792 -1.15403 -0.1 -0.1 0.0 -0.9361
H -2.48818 4.18019 1.70150 0.0 0.0 0.0 0.4698
H -2.30873 5.24724 0.30500 0.0 0.0 0.0 0.3627
H -1.14279 5.34521 1.62063 0.0 0.0 0.0 0.3684
H -2.38202 1.14915 1.11163 0.0 0.1 0.0 -0.1075
H -0.08911 6.14244 -0.69028 0.0 0.0 0.0 0.3529
H 1.57592 5.60263 -1.00511 0.0 0.0 0.0 0.4160
H 1.04876 5.92759 0.64887 0.0 0.0 -0.1 0.3067
O -3.87734 -1.77341 7.18603 -0.1 -0.2 0.1 -0.6435
N -3.20614 -0.76819 7.26882 0.1 0.2 -0.5 1.0562
O -3.05590 -0.13992 8.29434 0.0 0.1 0.1 -0.6582
C -2.52040 -0.27528 6.03688 -0.3 -0.4 0.0 -0.6484
C -1.71791 0.78167 6.21878 0.3 0.3 0.2 -0.7042
C -0.96324 1.33708 5.14488 -0.1 0.1 0.2 1.4557
C -0.13998 2.46373 5.32790 0.0 0.0 0.2 -0.4990
C 0.54830 2.95739 4.26089 0.1 0.0 -0.2 -1.7701
C 0.43475 2.28749 3.02692 0.0 0.0 0.0 -0.4623
N -0.30319 1.21370 2.83799 -0.1 0.0 0.1 0.8018
C -1.03789 0.76154 3.87473 0.1 -0.1 -0.1 -0.8443
C -1.95150 -0.35985 3.66249 0.1 0.0 -0.1 0.6364
N -2.04657 -0.82942 2.40113 0.0 0.1 0.0 0.1040
C -2.85212 -1.83817 2.14848 0.0 0.1 0.0 -0.0792
C -3.63629 -2.43340 3.14604 0.0 -0.1 -0.2 -1.0826
C -3.56673 -1.96454 4.42564 0.0 0.1 0.1 -0.5276
C -2.69812 -0.89250 4.73436 -0.1 -0.1 0.1 0.8365
H -1.63487 1.20821 7.20868 0.0 0.0 0.0 0.5829
H -0.07022 2.92126 6.30877 0.0 0.0 0.0 0.4764
H 1.18861 3.82508 4.34271 0.0 0.0 0.0 0.5669
H 0.97150 2.66462 2.16122 0.0 0.0 0.0 0.5366
H -2.87329 -2.19110 1.12344 0.0 0.0 0.0 -0.0864
H -4.29745 -3.25192 2.89387 0.0 0.0 0.0 0.5129
H -4.17200 -2.40621 5.19543 0.0 0.0 0.0 0.5756
C -6.43575 -3.95356 -1.68674 -0.2 0.0 0.1 -1.1540
Si -4.80692 -3.78256 -2.60319 -0.1 0.1 0.0 0.3206
C -5.20740 -3.63882 -4.42614 -0.1 0.0 -0.2 -1.1394
C -3.89453 -5.38605 -2.37652 0.2 -0.1 0.1 -0.9349
C -4.09212 -2.12290 -2.07795 0.3 0.0 0.1 0.4868
C -4.95498 -1.06095 -2.32013 -0.1 -0.1 -0.1 -0.4484
C -4.60696 0.24257 -2.01361 0.0 0.0 0.0 -1.5390
C -3.36358 0.43874 -1.45774 0.4 0.0 -0.1 -0.1620
N -2.49225 -0.54296 -1.19397 0.1 -0.4 0.1 1.1099
C -2.82392 -1.83010 -1.49396 -0.4 0.4 0.2 -0.1964
S -1.71958 -3.13198 -1.09163 -0.1 0.2 -0.2 -0.6714
H -6.97689 -4.84089 -2.03328 0.0 0.1 0.0 0.3207
H -7.07913 -3.08167 -1.84547 0.0 -0.1 0.0 0.3371
H -6.27205 -4.05514 -0.60839 0.0 0.0 -0.1 0.3149
H -5.70837 -4.55001 -4.77179 0.0 0.1 0.0 0.2997
H -4.29684 -3.50405 -5.01840 -0.1 0.0 0.0 0.3302
H -5.86750 -2.78940 -4.63237 0.1 -0.1 0.0 0.3322
H -4.55144 -6.19695 -2.71907 0.1 0.1 0.0 0.3256
H -3.62080 -5.55669 -1.33423 0.0 0.0 -0.1 0.2711
H -2.97254 -5.40193 -2.96140 0.0 0.0 0.1 0.2810
H -5.92532 -1.25221 -2.77431 0.0 0.0 0.0 0.2187
H -5.26588 1.07721 -2.21319 0.0 0.0 0.0 0.4475
H -3.02117 1.44118 -1.23224 0.0 0.0 0.0 0.0637
N -1.27866 2.72444 -8.35020 0.0 0.0 0.1 -0.6595
C -1.03426 2.40087 -7.27046 0.0 -0.1 0.2 -0.1366
C -0.72575 1.99330 -5.91893 0.0 0.1 -0.2 0.6878
C -1.45048 0.97204 -5.30660 -0.1 0.0 0.1 -0.5925
C -1.12837 0.58655 -4.01078 0.0 0.2 0.0 -0.9053
C -0.09700 1.17340 -3.23898 -0.2 0.1 -0.5 0.5173
C 0.60302 2.20036 -3.91766 -0.1 -0.1 0.1 -1.0518
C 0.31272 2.60592 -5.21524 0.0 0.0 0.0 -0.7563
H -2.25490 0.48781 -5.85333 0.0 0.0 0.0 0.4536
H -1.71380 -0.23052 -3.58992 0.0 0.0 0.0 0.4833
H 1.41661 2.71545 -3.40933 0.0 0.0 0.0 0.4358
H 0.88476 3.39338 -5.69609 0.0 0.0 0.0 0.4413
```
Positions in Å, forces in eV/Å.

The records above give, respectively, energy relative to the best compared isomer or geometry (same formula, charge and spin) values of 0.0, 27.1, 0.0, 53.0, 90.1, 11.9 kcal per mole.